Entry 1:
Below is a cluster of 19 separate species, C48H79N19O2PS in total in a non-equilibrium geometry, with properties calculated with ωB97M-V/def2-TZVPD.

Computed properties:
Total energy, hartree: -3806.31258
Total charge: +1
E_HOMO, eV: -11.412
Spin multiplicity: 1
Maximum force, Eh/bohr: 0.059

Positions of all 150 atoms, in Å:
N (1.844, 3.926, -6.165)
H (2.145, -3.916, 2.052)
H (-2.672, -0.771, -4.358)
H (2.296, 5.339, 6.280)
H (0.819, -0.353, 4.454)
N (1.662, -6.451, 0.396)
H (-2.264, 1.218, -1.685)
H (1.812, -4.224, -2.062)
C (1.686, 7.715, -3.350)
O (-0.373, -5.561, -3.617)
C (1.685, 3.552, -7.228)
S (-3.078, -0.129, 0.535)
H (-0.607, 1.037, -0.174)
C (-1.063, 3.470, 3.523)
H (-0.484, 2.734, 2.965)
H (0.432, 1.796, -4.691)
H (0.901, -2.689, -3.948)
H (3.735, -1.067, 8.338)
C (1.889, 6.145, 5.671)
H (4.290, 3.269, 0.652)
C (0.406, 0.731, -4.920)
H (-1.902, 5.224, -3.253)
H (2.387, -9.001, 1.025)
H (-3.076, -2.154, 7.622)
N (-3.075, -0.912, 10.514)
N (-1.194, -3.175, 4.426)
H (2.331, 7.609, -1.350)
H (0.968, 6.502, 6.126)
N (1.397, 5.276, 3.260)
H (2.031, 9.250, -1.954)
N (-5.969, -0.333, -2.406)
H (3.295, 4.170, -0.507)
N (2.420, 4.202, -11.257)
H (-5.497, 1.369, -5.422)
C (3.075, -1.418, 7.549)
H (4.684, 5.568, -9.557)
C (-2.739, 2.580, 7.869)
H (-1.985, 0.190, -5.727)
H (3.665, -1.619, 6.655)
H (-5.472, -3.681, -6.824)
H (-0.756, -1.025, 4.002)
H (3.689, 0.833, -3.681)
C (0.407, -5.648, -2.749)
H (3.042, -2.674, 12.874)
H (2.607, -5.224, 3.167)
H (1.511, -2.195, 12.118)
C (-0.815, 5.156, -3.259)
C (1.616, 5.655, 4.313)
H (-0.099, -3.451, 0.712)
H (-1.170, -3.760, -2.097)
N (5.777, 5.992, 0.131)
C (1.490, 3.091, -8.608)
N (3.173, -3.675, 9.896)
C (-5.013, 1.418, -4.453)
C (0.318, -1.203, 3.993)
H (0.629, -1.939, -0.841)
C (2.469, -9.654, 1.892)
H (0.535, -2.102, 4.568)
H (4.741, 6.320, -11.162)
C (2.590, -2.235, 11.987)
H (-3.831, -3.212, -6.337)
O (1.044, -6.821, -2.541)
H (2.971, -1.223, 11.857)
H (0.118, 0.576, -5.965)
H (-1.397, -1.464, -5.449)
N (-3.514, 3.378, 7.629)
C (-5.103, -1.610, -6.835)
C (-1.780, -2.200, 4.406)
H (2.594, -2.338, 7.873)
C (-0.160, -0.922, -2.977)
H (1.359, 2.010, -8.620)
C (-0.690, 0.056, -4.034)
C (1.808, -5.826, 1.322)
P (-1.690, 0.326, -0.749)
C (0.763, -4.446, -1.838)
C (2.725, -8.851, 3.091)
H (0.608, 3.562, -9.035)
N (-2.429, 2.315, 5.446)
N (-0.339, -2.237, -1.026)
C (3.398, 4.714, -10.984)
C (-4.651, -2.995, -7.021)
N (-5.451, -0.537, -6.693)
N (-2.917, 2.967, -4.575)
C (-1.097, -1.153, -1.724)
H (-2.207, 0.641, 8.495)
C (4.946, 5.228, 0.255)
C (-0.402, 3.814, -2.847)
H (-1.815, -0.101, 4.333)
C (0.762, -1.374, 2.616)
C (2.919, -3.046, 10.809)
H (-0.860, -2.780, -4.011)
C (1.874, -4.902, 2.428)
C (4.658, 5.376, -10.628)
C (2.619, 1.067, -3.696)
N (1.262, 0.388, 7.037)
C (2.059, -0.400, 7.258)
H (-2.220, -3.306, 8.666)
H (-4.272, -2.929, -1.999)
H (-5.919, -3.484, -2.351)
H (-4.850, -2.990, -3.678)
H (-5.716, 1.803, -3.720)
C (-2.517, -0.930, 4.364)
H (0.613, -4.801, -0.816)
N (1.089, -1.487, 1.533)
C (3.869, 4.244, 0.416)
H (2.351, 3.349, -9.206)
C (-3.080, -1.670, 9.668)
N (-0.070, 2.772, -2.534)
H (1.538, -10.204, 2.012)
H (-3.993, -3.269, 8.653)
H (-3.143, -0.904, 3.473)
H (-4.307, -3.135, -8.043)
C (-0.182, -3.276, -2.119)
C (-1.780, -0.561, -4.963)
C (-5.625, -1.409, -2.526)
H (2.373, 0.381, -5.679)
H (-0.449, 5.363, -4.261)
H (2.608, 6.961, 5.629)
H (3.280, -10.361, 1.731)
H (2.558, 2.100, -4.059)
H (2.157, 1.021, -2.706)
C (-3.836, 2.296, -4.521)
C (-3.093, -2.661, 8.585)
H (1.173, -6.906, -1.576)
C (-5.137, -2.788, -2.646)
H (1.930, -0.872, -4.539)
H (-1.806, -3.122, 0.264)
H (5.498, 4.738, -10.897)
H (-0.386, 4.205, 3.954)
H (-0.406, 5.893, -2.574)
H (-1.131, 1.367, 7.282)
C (1.850, 0.204, -4.730)
C (-0.794, -2.713, 0.308)
H (3.206, 4.552, 1.225)
C (-0.015, -2.426, -3.418)
H (-4.706, 0.426, -4.162)
N (2.901, -8.205, 4.010)
H (-0.820, -1.892, 1.025)
H (-3.145, -0.828, 5.246)
H (-1.958, -1.692, -2.147)
N (1.111, 7.286, -4.232)
H (0.779, -0.614, -2.494)
C (2.428, 8.269, -2.210)
H (-1.071, 1.909, 8.965)
H (-1.750, 3.972, 2.845)
C (-1.821, 2.803, 4.603)
H (3.480, 8.366, -2.469)
C (-1.726, 1.561, 8.169)
H (-1.197, 0.861, -3.494)
H (0.893, -4.845, 2.900)

Entry 2:
Below is a cluster of 14 separate species, C48H82N14O4S in total in a non-equilibrium geometry, with properties calculated with ωB97M-V/def2-TZVPD.

Computed properties:
Total energy, hartree: -3343.75142
E_HOMO, eV: -9.036
Spin multiplicity: 1
Maximum force, Eh/bohr: 0.073

Positions of all 149 atoms, in Å:
H (-0.568, -1.637, -5.652)
C (-5.553, 4.214, 4.546)
C (-1.505, 2.093, 7.310)
O (-1.254, -0.193, -4.341)
H (-7.930, 4.088, 0.724)
C (1.913, 2.446, -1.285)
C (12.756, -6.341, 1.301)
N (-2.269, 2.328, 8.133)
C (-3.027, -7.168, 0.806)
N (-4.473, 4.044, 4.199)
C (0.508, 1.351, 0.531)
C (-5.969, 1.143, 7.316)
O (-2.934, 0.195, -1.454)
H (-4.608, 2.232, -3.652)
H (-0.274, 2.701, 5.725)
C (4.554, -0.847, -2.707)
H (-0.896, -0.101, 2.801)
H (-6.966, 4.746, 6.016)
N (-6.719, 1.222, 6.450)
H (10.311, -3.133, -4.604)
H (6.343, -2.783, -2.111)
H (-4.301, 7.240, -1.687)
C (10.548, -2.933, -3.561)
H (-3.636, -7.398, 1.679)
H (-3.694, -7.010, -0.040)
H (3.448, 2.284, -3.370)
C (-7.789, 4.214, -0.347)
N (-4.179, -0.790, -4.703)
C (-6.925, 4.430, 4.976)
N (10.912, -5.861, 3.069)
C (-4.285, -2.608, -6.281)
C (-4.314, 0.144, 3.884)
H (-4.255, -3.683, -6.398)
C (-6.364, 4.944, -4.125)
H (13.139, -5.412, 0.883)
C (-7.187, 5.504, -0.641)
H (13.589, -6.888, 1.738)
N (0.522, 3.794, 3.851)
N (-1.563, -5.061, 1.233)
C (10.552, -4.161, -2.786)
H (-3.353, -2.743, -4.399)
H (0.122, 0.005, -5.843)
H (-0.986, 1.106, 5.525)
H (0.465, 2.135, 1.275)
H (9.558, -4.453, 2.024)
H (-4.666, 2.029, 8.701)
C (7.290, -2.172, 4.162)
H (-2.094, -3.489, -0.561)
H (5.783, 0.794, -3.139)
H (-3.373, -2.227, -6.736)
H (-4.084, -2.059, -1.363)
H (3.514, -1.149, -2.646)
C (5.699, -2.553, -1.266)
H (2.352, 3.111, -0.545)
H (4.863, -3.241, -1.319)
C (5.283, -1.094, -1.385)
C (-0.567, -0.542, 1.864)
H (0.492, -0.748, 1.995)
H (-3.220, -2.565, 1.157)
C (-3.318, -0.720, 4.493)
H (-3.096, -2.935, -2.467)
C (-0.558, 1.794, 6.253)
H (7.855, -4.555, 1.616)
H (0.616, -1.024, -4.508)
H (-5.560, 4.673, -3.440)
C (4.731, 0.562, -3.271)
C (8.845, -4.379, 1.206)
H (2.212, 0.508, -2.078)
H (9.064, -5.189, 0.511)
H (9.808, -2.237, -3.169)
H (-5.443, 0.554, 9.271)
C (8.923, -3.087, 0.553)
H (6.300, -2.706, -0.383)
H (-4.935, 0.624, 4.638)
H (-4.971, -0.418, 3.222)
H (5.011, -1.524, -3.426)
H (-2.404, -8.034, 0.590)
H (6.203, -0.521, -1.410)
H (-2.107, 5.524, 3.632)
H (-4.135, 0.476, 8.092)
C (-4.231, -2.243, -4.802)
N (8.999, -2.066, 0.033)
C (-5.908, 5.888, -5.132)
H (4.548, 0.539, -4.338)
H (3.300, 0.909, -0.711)
C (-5.009, 1.044, 8.400)
C (-0.363, 4.373, 3.406)
H (-1.494, -2.390, 2.619)
C (-2.208, -5.990, 1.045)
H (-0.789, -0.125, -0.233)
C (-4.254, 0.512, -1.428)
H (-7.407, 5.202, 4.376)
O (-4.790, 1.254, -0.594)
H (-1.565, 1.050, 0.855)
H (-3.600, -0.399, -5.426)
C (11.735, -6.072, 2.299)
C (-2.110, -2.414, -0.648)
H (0.198, 1.273, -1.601)
H (11.522, -2.448, -3.521)
C (6.543, -2.809, 3.092)
H (0.346, 1.335, 6.649)
H (-0.642, -0.534, -2.415)
H (-5.139, -2.611, -4.343)
H (-1.168, 5.876, 2.178)
C (2.833, 1.269, -1.618)
C (-2.490, -1.873, 0.745)
H (-3.842, 0.929, 3.292)
H (-0.148, 2.840, -0.903)
S (-3.466, 1.577, -3.893)
H (1.792, 3.017, -2.203)
C (0.525, 1.989, -0.852)
H (6.682, -2.087, 5.061)
C (-2.766, -0.774, -2.527)
N (-2.697, 5.095, -3.374)
C (-3.858, -0.219, -3.459)
H (-5.130, -2.151, -6.776)
H (-0.538, -2.565, 1.211)
N (5.964, -3.315, 2.241)
C (-1.501, 5.082, 2.844)
H (-2.937, -0.889, 0.712)
N (-6.705, 6.517, -0.880)
N (-5.552, 6.632, -5.928)
H (-7.509, 3.515, 4.888)
C (-0.695, 0.424, 0.690)
H (-8.761, 4.121, -0.830)
O (-4.909, -0.126, -2.467)
C (-0.222, -0.740, -5.142)
N (10.554, -5.116, -2.153)
H (-1.085, -2.120, -0.849)
C (-1.380, -0.900, -3.127)
C (-3.090, -2.088, -1.790)
H (-7.174, 5.361, -3.529)
H (-7.153, 3.402, -0.700)
H (7.606, -1.172, 3.869)
H (-1.191, -1.958, -3.286)
N (-2.522, -1.400, 4.962)
H (4.593, 2.384, -2.085)
H (12.348, -6.933, 0.484)
C (-2.946, 6.044, -2.780)
H (-2.629, 7.336, -1.149)
C (-3.265, 7.246, -2.028)
H (-2.135, 4.403, 2.278)
H (-3.119, 8.138, -2.635)
H (8.180, -2.750, 4.408)
C (-1.259, -1.909, 1.683)
H (1.426, 0.792, 0.692)
H (4.685, -0.789, -0.536)
H (-6.733, 4.025, -4.579)
C (3.926, 1.696, -2.593)

Entry 3:
Below is a structure of composition C48H82O6S2 in a non-equilibrium geometry, with properties calculated with ωB97M-V/def2-TZVPD.

Computed properties:
Total energy, hartree: -3123.05521
E_HOMO, eV: -6.623
Spin multiplicity: 1
Maximum force, Eh/bohr: 0.364

Positions of all 138 atoms, in Å:
H (3.312, 0.807, -2.077)
H (-0.643, 1.113, 1.579)
H (-1.169, -5.146, -1.479)
C (4.331, 2.002, -0.584)
C (-0.844, 2.247, -2.221)
C (-7.501, -1.129, -0.093)
C (-2.580, 0.402, -0.150)
H (3.873, 0.657, 4.723)
H (-1.633, -0.316, 0.761)
H (4.855, 1.474, -2.677)
C (1.959, 3.500, -1.261)
C (1.774, -1.681, -1.961)
H (3.924, -1.677, -1.874)
H (-3.925, -0.979, -3.789)
H (-1.389, 3.016, -2.770)
C (-2.426, 0.922, 1.274)
H (-0.905, 0.946, -3.923)
H (-2.920, -2.775, -1.420)
H (2.115, -2.047, 6.020)
C (-2.021, -2.220, -3.367)
C (0.896, 3.508, -3.816)
H (-1.762, -2.768, -4.273)
H (-8.477, -0.864, -0.500)
H (-4.365, 1.420, -0.608)
H (5.374, 2.259, -0.397)
H (4.790, 0.129, -1.529)
H (2.721, 2.376, -4.344)
H (-0.599, -0.930, 2.631)
C (3.768, 1.369, 0.713)
H (-0.849, -1.367, 1.663)
H (4.731, 0.508, 3.246)
H (0.883, 1.127, -1.549)
H (-4.035, 0.156, -1.755)
C (2.139, 0.689, -3.454)
H (-6.718, 0.788, -0.334)
H (0.220, 2.439, -2.358)
C (2.098, 2.827, -3.585)
C (4.332, 1.079, -1.806)
H (-1.954, 3.087, 5.224)
H (1.483, 2.736, -0.926)
H (-1.053, -1.955, -2.942)
H (0.129, 4.598, -0.676)
H (-0.997, 2.194, -1.143)
H (4.526, 2.941, 2.070)
C (1.504, 1.651, -0.822)
C (-1.250, 2.357, 3.281)
H (-2.114, 0.888, 6.169)
H (-0.267, 0.218, -2.508)
S (1.255, -2.406, 3.763)
H (0.950, -3.624, -1.276)
C (3.321, -1.168, 0.711)
H (2.273, -0.581, 4.944)
C (3.595, 2.452, 1.782)
S (0.581, 1.366, 0.784)
H (-1.296, -1.394, -1.433)
C (-5.013, -0.547, 0.005)
H (-1.154, 3.324, 2.808)
C (-2.509, 0.241, -2.656)
C (0.864, 0.116, -3.280)
C (3.139, 1.979, 3.154)
H (-6.369, -0.083, -1.700)
C (-0.887, -0.076, 3.227)
H (-7.258, -2.151, -0.382)
H (-1.273, -1.117, 4.933)
C (-1.482, -4.059, 1.654)
C (-0.320, -3.301, 1.763)
C (-0.906, -4.575, -0.602)
C (-1.085, 0.851, -2.852)
H (3.250, -0.274, 0.091)
O (-0.773, 1.924, 0.756)
H (-3.285, 1.002, -2.741)
C (2.423, -1.655, 5.051)
C (-0.988, 1.188, 2.600)
H (2.482, 1.179, -0.734)
H (-2.620, -0.153, -1.646)
H (1.538, -2.665, 0.776)
C (0.673, 4.037, -1.422)
O (0.132, -1.495, 3.490)
C (4.272, 1.250, 3.900)
H (-0.836, 4.485, -2.918)
H (-0.104, -2.530, -0.817)
H (2.061, -0.282, 2.066)
C (3.065, -1.132, -2.239)
C (2.129, -1.258, 1.587)
C (-1.276, -0.125, 4.508)
H (-4.707, -1.587, -0.100)
O (0.499, -0.319, 0.526)
H (-0.112, -2.995, 2.778)
C (-1.699, 0.997, 5.178)
H (1.196, -1.399, 1.041)
H (1.695, -2.527, -1.295)
H (-2.623, -5.370, 0.273)
H (-1.886, 1.051, -0.685)
H (2.770, 0.946, 0.599)
H (2.848, 2.791, 3.821)
H (3.548, -2.112, 0.217)
H (3.451, -1.970, 4.872)
H (-1.726, -2.761, -0.331)
H (4.197, 0.653, -2.900)
C (-1.732, -4.792, 0.464)
H (-7.480, -1.126, 0.997)
H (0.503, 3.617, -4.816)
H (4.183, -0.986, 1.353)
H (0.066, 0.727, -3.677)
C (-0.774, -0.978, 0.647)
O (1.582, 1.647, 1.828)
H (3.590, 2.455, -2.052)
H (-2.846, 1.916, 1.425)
C (-1.005, -1.975, -0.557)
H (-0.301, -1.425, -2.329)
C (2.587, 2.797, -2.259)
H (2.253, 1.609, -4.009)
H (-2.137, -4.223, 2.497)
C (3.261, 0.114, -2.888)
O (2.315, -2.370, 2.505)
H (-2.115, -0.552, -0.394)
H (-2.484, -0.678, -4.742)
C (-2.746, -3.153, -2.427)
H (2.959, 3.238, 1.374)
C (-6.397, -0.214, -0.619)
H (4.475, 0.573, 0.948)
C (-2.839, -0.903, -3.737)
C (0.564, -3.130, 0.734)
H (-3.677, -3.497, -2.879)
C (0.255, -3.765, -0.462)
H (-5.075, -0.298, 1.065)
H (-2.096, -4.025, -2.353)
C (-4.020, 0.389, -0.690)
C (-1.597, 2.244, 4.651)
C (0.130, 4.032, -2.746)
C (0.703, -1.060, -2.482)
H (5.064, 1.879, 4.306)
H (2.466, 3.496, -0.308)
H (-1.342, 0.936, 1.393)
H (2.253, 1.372, 2.968)
H (3.891, 2.956, -0.876)
O (1.064, -3.809, 4.105)
H (-2.861, 0.242, 2.006)

no.,gap between HOMO and LUMO (eV)
1,9.534
2,9.384
3,6.821